Record 1
Computed, not measured: a 8-piece molecular cluster, C24H48O24 overall at a distorted geometry, with ωB97M-V with the def2-TZVPD basis set.

CARTESIAN COORDINATES (ANGSTROEM)
C: -19.37 17.95 -2.27
O: -20.63 18.33 -2.91
C: -21.24 19.55 -2.74
O: -20.78 20.44 -2.09
O: -22.51 19.53 -3.37
C: -23.40 20.46 -3.09
H: -18.54 18.48 -2.74
H: -19.24 16.88 -2.39
H: -19.32 18.26 -1.22
H: -23.63 20.29 -2.04
H: -24.33 20.21 -3.59
H: -23.15 21.49 -3.38
C: -12.17 16.67 -11.00
O: -10.79 16.17 -10.98
C: -10.47 14.91 -11.16
O: -11.25 13.91 -11.18
O: -9.11 14.81 -11.20
C: -8.52 13.58 -11.64
H: -12.66 16.68 -11.98
H: -12.20 17.70 -10.66
H: -12.69 16.13 -10.21
H: -8.70 12.69 -11.05
H: -7.46 13.78 -11.74
H: -8.78 13.29 -12.66
C: -4.06 22.03 -5.46
O: -4.36 21.57 -6.81
C: -5.60 21.54 -7.26
O: -6.61 21.90 -6.65
O: -5.72 20.80 -8.40
C: -6.99 20.55 -9.05
H: -3.66 23.04 -5.55
H: -3.36 21.40 -4.91
H: -4.94 21.95 -4.83
H: -7.53 21.49 -9.05
H: -7.52 19.83 -8.43
H: -6.85 20.26 -10.10
C: -21.46 11.03 -3.72
O: -22.29 9.93 -4.14
C: -23.63 9.85 -3.92
O: -24.38 10.65 -3.24
O: -24.11 8.75 -4.53
C: -25.41 8.33 -4.35
H: -20.40 10.82 -3.60
H: -21.78 11.47 -2.78
H: -21.53 11.85 -4.44
H: -25.92 8.33 -5.31
H: -25.97 8.94 -3.64
H: -25.44 7.29 -4.04
C: -13.47 12.86 -5.51
O: -12.46 13.76 -5.83
C: -12.63 15.11 -5.64
O: -13.69 15.67 -5.35
O: -11.41 15.58 -5.68
C: -11.18 16.98 -5.69
H: -13.70 13.06 -4.47
H: -13.05 11.86 -5.39
H: -14.31 12.83 -6.21
H: -11.65 17.35 -4.78
H: -11.58 17.63 -6.47
H: -10.12 17.19 -5.62
C: -12.23 23.31 -3.50
O: -11.50 22.83 -2.37
C: -10.91 23.65 -1.41
O: -10.87 24.88 -1.44
O: -10.37 22.88 -0.51
C: -9.50 23.24 0.58
H: -12.01 24.36 -3.70
H: -13.29 23.15 -3.32
H: -11.92 22.83 -4.43
H: -8.55 23.61 0.19
H: -9.34 22.42 1.27
H: -9.98 24.05 1.14
C: -10.50 4.31 -4.32
O: -10.57 4.68 -5.68
C: -10.52 5.99 -6.06
O: -10.60 6.99 -5.30
O: -10.47 6.01 -7.43
C: -10.29 7.29 -8.13
H: -10.92 3.38 -3.94
H: -11.17 4.95 -3.75
H: -9.46 4.26 -4.03
H: -9.23 7.53 -8.06
H: -10.70 8.19 -7.68
H: -10.61 7.35 -9.17
C: -17.16 12.02 -10.69
O: -17.34 13.41 -10.54
C: -17.95 13.90 -9.52
O: -18.45 13.21 -8.63
O: -18.06 15.26 -9.69
C: -18.83 15.99 -8.70
H: -18.12 11.54 -10.89
H: -16.50 11.50 -10.00
H: -16.66 11.75 -11.62
H: -19.84 16.19 -9.06
H: -18.30 16.84 -8.29
H: -18.97 15.43 -7.77

Values from the calculation:
**Strongest force on any atom**: 7.0 eV/Å
**Highest occupied orbital energy**: -10.61 eV
**Orbital gap**: 10.9 eV
**ΔE to the lowest compared entry with this formula, charge and spin**: 592.6 kJ/mol

Record 2
Computed, not measured: C28H28AsN3OS5Tl as an isolated structure, with ωB97M-V with the def2-TZVPD basis set.

CARTESIAN COORDINATES (ANGSTROEM)
Tl: -1.48 1.32 -0.82
O: 0.41 -2.25 -0.52
C: -0.57 -3.25 -0.29
C: -1.58 -3.38 -1.42
C: -2.36 -2.09 -1.70
C: -3.14 -1.66 -0.49
C: -4.23 -2.41 -0.07
C: -4.87 -2.08 1.12
C: -4.42 -0.99 1.83
C: -3.36 -0.26 1.32
N: -2.73 -0.59 0.19
H: 0.63 -2.24 -1.46
H: -1.07 -2.97 0.64
H: -0.09 -4.22 -0.12
H: -2.28 -4.18 -1.17
H: -1.06 -3.69 -2.33
H: -3.06 -2.27 -2.53
H: -1.70 -1.29 -2.03
H: -4.57 -3.24 -0.67
H: -5.72 -2.66 1.45
H: -4.90 -0.67 2.74
H: -3.04 0.65 1.80
S: -5.94 1.28 -0.68
As: -4.45 2.49 -1.52
S: -2.94 3.03 0.11
S: -3.06 1.20 -2.79
S: -4.96 4.23 -2.55
C: 0.67 1.25 -1.22
C: 1.05 0.50 -2.45
C: 2.03 -0.50 -2.41
C: 2.39 -1.20 -3.56
C: 1.78 -0.89 -4.77
C: 0.82 0.11 -4.83
C: 0.46 0.80 -3.69
C: 2.16 -1.61 -5.96
N: 2.47 -2.18 -6.91
H: 0.88 2.31 -1.38
H: 1.22 0.91 -0.35
H: 2.52 -0.72 -1.47
H: 3.15 -1.96 -3.51
H: 0.34 0.35 -5.77
H: -0.31 1.55 -3.74
N: -0.58 1.65 2.25
S: 0.57 1.85 3.31
C: 1.44 0.29 3.43
C: 1.31 -0.63 2.40
C: 2.01 -1.82 2.46
C: 2.83 -2.08 3.56
C: 2.94 -1.17 4.59
C: 2.24 0.03 4.53
C: 1.84 2.76 2.39
C: 1.39 3.56 1.35
C: 2.31 4.32 0.64
C: 3.66 4.27 0.96
C: 4.09 3.47 2.01
C: 3.19 2.71 2.73
H: -1.44 1.99 2.67
H: 0.64 -0.42 1.57
H: 1.91 -2.54 1.66
H: 3.37 -3.02 3.61
H: 3.56 -1.39 5.45
H: 2.31 0.75 5.34
H: 0.34 3.56 1.11
H: 1.96 4.94 -0.18
H: 4.37 4.86 0.40
H: 5.15 3.43 2.25
H: 3.53 2.07 3.53

Values from the calculation:
**Strongest force on any atom**: 0.3 eV/Å
**Highest occupied orbital energy**: -4.07 eV
**Orbital gap**: 6.0 eV
**Net charge**: -1
**ΔE to the lowest compared entry with this formula, charge and spin**: 7.6 kJ/mol

Record 3
Computed, not measured: C21H27NO5 as an isolated structure at a distorted geometry, with ωB97M-V with the def2-TZVPD basis set.

CARTESIAN COORDINATES (ANGSTROEM)
C: 7.75 1.82 0.43
H: 7.99 1.23 1.26
O: 6.52 2.30 0.14
C: 5.41 1.28 0.02
C: 4.12 1.71 -0.28
C: 2.90 1.05 -0.21
C: 2.94 -0.38 -0.08
C: 4.27 -0.82 -0.20
C: 5.39 -0.07 -0.03
O: 6.72 -0.71 0.22
C: 6.73 -1.86 0.27
H: 7.75 -2.17 0.28
H: 6.48 -2.69 -0.81
H: 6.25 -2.41 1.12
H: 4.33 -1.93 -0.19
C: 1.81 -1.15 -0.26
C: 0.64 -0.92 -0.51
C: -0.48 -1.82 -0.62
O: -0.17 -2.86 -0.71
O: -1.68 -1.14 -0.76
C: -2.82 -2.04 -1.12
H: -3.34 -1.76 -1.86
H: -2.46 -2.97 -0.92
C: -3.91 -1.74 0.21
O: -5.00 -1.95 -0.38
N: -3.29 -1.22 1.16
H: -2.40 -1.13 1.20
C: -4.21 -0.59 2.19
H: -5.32 -1.17 2.10
H: -3.88 -1.20 3.25
C: -4.24 0.89 2.21
C: -4.68 1.32 0.79
C: -5.88 1.39 0.55
C: -6.40 1.67 -0.84
C: -5.25 1.85 -1.79
C: -4.03 2.87 -1.09
C: -3.51 1.86 -0.13
H: -2.85 2.48 0.91
H: -2.98 1.05 -0.32
H: -3.38 2.99 -1.75
H: -4.35 3.56 -0.61
H: -5.02 0.99 -1.84
H: -5.64 2.39 -2.67
H: -7.17 0.95 -1.17
H: -6.99 2.83 -0.79
H: -6.53 0.92 1.18
H: -4.87 0.98 3.08
H: -3.12 0.99 2.58
H: 0.30 0.36 -0.73
H: 1.95 -2.12 -0.30
H: 2.03 1.68 -0.44
H: 4.07 3.01 -0.19
H: 8.45 2.81 0.31
H: 8.13 1.15 -0.41

Values from the calculation:
**Strongest force on any atom**: 18.4 eV/Å
**Highest occupied orbital energy**: -8.72 eV
**Orbital gap**: 8.5 eV
**ΔE to the lowest compared entry with this formula, charge and spin**: 1984.0 kJ/mol

no.,lowest unoccupied orbital energy (eV)
1,0.3
2,1.9
3,-0.2